18
Properties=species:S:1:pos:R:3 method="wB97M-V/def2-TZVPD" molar_mass_g_mol=119.2 gap_ev="6.8689 / 6.8706" energy_ev=-9927.122 e_homo_ev="-7.351 / -7.352"
C -2.2174 1.3945 0.1344
C -3.1061 0.2938 -0.0925
C -0.9365 0.9123 0.4093
C -1.0060 -0.4920 0.0714
C -0.0649 -1.4755 0.0401
C 1.3049 -1.0099 0.0904
C 1.6830 0.2321 -0.2662
C 3.0713 0.7742 0.0289
N -2.3857 -0.8159 -0.0689
H -2.3519 2.4579 0.0568
H -4.2161 0.0718 -0.3305
H -0.3656 -2.5819 -0.0015
H 2.0814 -1.6092 0.7195
H 1.0863 0.8818 -0.8038
H 3.0303 1.8049 -0.3444
H 3.8854 0.0939 -0.4797
H 3.3228 0.7198 1.1212
H -2.8155 -1.6526 -0.2844

=====

61
Properties=species:S:1:pos:R:3 method="wB97M-V/def2-TZVPD" molar_mass_g_mol=517.5 spin_multiplicity=2 gap_ev="6.4460 / 5.2750" energy_ev=-63554.911 total_charge=+3 e_homo_ev="-17.412 / -17.412"
C 3.7902 -2.2593 -1.7924
C 2.5831 -2.2944 -2.6573
O 2.1549 -3.4195 -3.1372
O 1.9652 -1.2027 -2.9245
C 0.4806 -0.9846 -2.5041
C 0.2396 0.4588 -2.1022
C -0.0911 0.6613 -0.6038
O -0.9813 -0.4097 -0.3612
C -1.4805 -0.6036 0.9668
C -2.7762 -1.4094 0.9340
C -3.7377 -0.8695 -0.1250
C -2.5600 -2.9327 0.8390
C -2.1849 -3.5364 2.1909
C -1.5539 -3.3645 -0.2290
C 1.2012 0.5195 0.2558
C 1.8744 1.7392 0.9499
C 3.3424 1.8128 0.5293
C 1.8303 1.7165 2.4924
N 1.1874 3.0341 0.4746
O 1.7359 3.5672 -0.5099
C -0.3536 3.1391 0.4366
C -0.7076 4.5167 -0.1213
C -0.9335 3.0345 1.8408
C -0.8391 2.0241 -0.5039
H 4.5147 -3.0376 -2.0345
H 4.2773 -1.2893 -1.8544
H 3.4516 -2.4314 -0.7637
H -0.0776 -1.2410 -3.3978
H 0.2644 -1.7125 -1.7256
H -0.6417 0.7531 -2.6723
H 1.0675 1.0983 -2.4134
H -0.7361 -1.1341 1.5715
H -1.6540 0.3643 1.4468
H -3.2459 -1.2261 1.9044
H -4.6357 -1.4840 -0.1562
H -4.0557 0.1471 0.1150
H -3.2927 -0.8704 -1.1190
H -3.5235 -3.3591 0.5495
H -2.8795 -3.2260 2.9701
H -1.1664 -3.2746 2.4906
H -2.2405 -4.6238 2.1411
H -1.3580 -4.4334 -0.1433
H -0.5982 -2.8431 -0.1010
H -1.9154 -3.1723 -1.2421
H 1.0334 -0.2231 1.0314
H 1.9657 0.1023 -0.4037
H 3.8547 0.9788 1.0071
H 3.8172 2.7272 0.8822
H 3.4681 1.7139 -0.5494
H 1.3969 2.6218 2.9070
H 2.8433 1.6702 2.8834
H 1.2390 0.8835 2.8649
H -0.5458 4.5796 -1.1966
H -1.7520 4.7263 0.0978
H -0.1127 5.2928 0.3594
H -0.6430 2.1483 2.3920
H -2.0146 2.9898 1.7033
H -0.7205 3.9267 2.4271
H -0.9005 2.4497 -1.5046
H -1.8642 1.8118 -0.2010
Lu 3.1949 -4.3413 -4.6046

=====

10
Properties=species:S:1:pos:R:3 method="wB97M-V/def2-TZVPD" molar_mass_g_mol=84.1 gap_ev=11.2026 smiles="N#CCNC=O" energy_ev=-8201.333 e_homo_ev=-10.684
O 1.9622 0.7774 0.6630
C 0.8648 1.1845 0.4345
N -0.3556 0.6473 0.2124
C -0.6583 -0.8127 0.1527
C -0.0931 -1.4892 -1.0380
N 0.3493 -2.0135 -1.9696
H 0.5622 2.3454 0.3171
H -0.6377 1.6846 0.0267
H -0.2567 -1.3350 1.0403
H -1.7372 -0.9886 0.1610

=====

Energy above the lowest of the compared OMol25 structures with the same formula, charge and spin for every record listed, in sequence, given in eV: 4.471, 0.000, 2.553.